{
  "formula": "C4H8O3Rb",
  "method": "ωB97M-V with the def2-TZVPD basis set",
  "elements": ["H", "O", "O", "C", "O", "C", "C", "C", "H", "H", "H", "H", "H", "H", "H", "Rb"],
  "xyz": [[-0.39, 1.75, -2.20], [-0.22, -0.68, -0.41], [1.85, 0.07, -0.24], [0.93, -0.39, 0.37], [0.71, -0.55, 1.62], [1.78, -0.19, 2.54], [-1.16, 0.18, -0.67], [-2.36, -0.35, -1.28], [1.44, -0.54, 3.51], [2.70, -0.68, 2.23], [1.89, 0.90, 2.53], [-1.07, 1.17, -0.20], [-2.53, 0.23, -2.21], [-2.28, -1.41, -1.53], [-3.21, -0.10, -0.61], [1.93, 0.60, -3.45]],
  "total_charge": 1,
  "e_lumo_ev": [-3.691, -3.555],
  "homo_ev": [-10.894, -11.100]
}

***

{
  "formula": "C4H8O3Rh",
  "method": "ωB97M-V with the def2-TZVPD basis set",
  "elements": ["H", "C", "H", "H", "C", "H", "H", "O", "C", "O", "Rh", "O", "C", "H", "H", "H"],
  "xyz": [[0.17, 2.01, 2.19], [1.98, 1.21, 1.38], [2.19, 0.57, 2.24], [2.71, 1.24, 0.56], [0.90, 2.06, 1.38], [0.71, 2.71, 0.52], [2.04, 2.44, 1.90], [0.78, -1.20, 0.14], [-0.36, -1.34, -0.46], [-1.31, -1.75, 0.23], [-2.01, -2.31, 1.80], [-0.39, -1.02, -1.69], [-1.65, -1.14, -2.41], [-2.02, -2.16, -2.33], [-2.36, -0.42, -2.00], [-1.40, -0.89, -3.45]],
  "total_charge": 4,
  "e_lumo_ev": [-18.323, -24.246],
  "homo_ev": [-28.437, -28.435],
  "spin_multiplicity": 6
}

***

{
  "formula": "C4H8O3Zn",
  "method": "ωB97M-V with the def2-TZVPD basis set",
  "elements": ["O", "C", "Zn", "O", "C", "H", "H", "C", "H", "H", "O", "C", "H", "H", "H", "H"],
  "xyz": [[2.03, -0.61, 0.88], [0.92, -0.30, 0.36], [-1.45, -1.20, -0.82], [0.17, -1.06, -0.22], [2.98, 0.43, 1.31], [3.15, 0.21, 2.37], [3.87, 0.27, 0.70], [2.38, 1.81, 1.09], [2.61, 1.97, 0.02], [2.35, 2.99, 1.10], [-2.98, -1.74, -1.26], [-4.18, -1.27, -1.77], [-4.68, -0.55, -1.09], [-4.05, -0.76, -2.75], [-4.89, -2.10, -1.94], [1.78, 1.92, 2.01]],
  "total_charge": 1,
  "e_lumo_ev": [-3.851, -5.782],
  "homo_ev": [-13.439, -13.595],
  "spin_multiplicity": 2
}

***

{
  "formula": "C4H8O4",
  "method": "ωB97M-V with the def2-TZVPD basis set",
  "elements": ["O", "C", "O", "C", "C", "C", "O", "H", "H", "H", "H", "H", "H", "H", "H", "O"],
  "xyz": [[0.83, -2.09, 0.09], [-0.15, -1.36, 0.07], [-1.36, -1.70, 0.39], [0.08, 0.04, -0.61], [1.07, 0.86, 0.30], [1.64, 1.99, -0.58], [2.38, 2.89, 0.08], [0.44, -0.36, -1.57], [-0.82, 0.66, -0.65], [0.47, 1.24, 1.14], [1.89, 0.22, 0.64], [0.77, 2.49, -1.26], [2.23, 1.52, -1.41], [-2.62, -1.07, 0.28], [-3.88, -0.40, 1.11], [-3.65, -0.78, 0.25]],
  "total_charge": -1,
  "e_lumo_ev": [3.477, 1.203],
  "homo_ev": [-5.001, -5.000],
  "spin_multiplicity": 2
}

***

{
  "formula": "C4H8O4",
  "method": "ωB97M-V with the def2-TZVPD basis set",
  "elements": ["C", "C", "O", "O", "C", "O", "C", "O", "H", "H", "H", "H", "H", "H", "H", "H"],
  "xyz": [[-0.12, -1.87, 0.17], [-0.17, -0.41, 0.51], [-0.34, -0.21, 1.85], [-1.39, 0.28, -0.34], [0.89, 0.49, -0.13], [1.45, -0.03, -1.28], [0.05, 1.76, -0.49], [0.14, 2.21, -1.62], [0.76, -2.30, 0.65], [-0.03, -1.98, -0.90], [-1.01, -2.36, 0.55], [-0.51, 0.72, 2.04], [-2.28, 0.09, 0.00], [1.67, 0.72, 0.62], [1.08, 0.51, -2.01], [-0.19, 2.39, 0.39]],
  "e_lumo_ev": 0.470,
  "homo_ev": -9.904
}

***

{
  "formula": "C4H8O4",
  "method": "ωB97M-V with the def2-TZVPD basis set",
  "elements": ["C", "O", "C", "O", "C", "C", "O", "O", "H", "H", "H", "H", "H", "H", "H", "H"],
  "xyz": [[1.64, -1.43, 0.04], [0.26, -1.46, -0.22], [-0.37, -0.23, 0.05], [0.21, 0.81, -0.78], [0.54, 1.97, -0.11], [-1.80, -0.24, -0.06], [-2.51, 0.71, 0.19], [-2.28, -1.40, -0.38], [2.18, -0.75, -0.58], [2.01, -2.44, -0.07], [1.87, -1.12, 1.09], [-0.19, 0.04, 1.12], [0.85, 2.72, -0.86], [-0.36, 2.38, 0.39], [1.19, 1.76, 0.73], [-3.22, -1.31, -0.54]],
  "e_lumo_ev": 0.775,
  "homo_ev": -10.249
}

***

{
  "formula": "C4H8O4",
  "method": "ωB97M-V with the def2-TZVPD basis set",
  "elements": ["C", "C", "C", "C", "O", "O", "O", "O", "H", "H", "H", "H", "H", "H", "H", "H"],
  "xyz": [[1.30, -0.24, 0.08], [-0.10, -0.17, 1.72], [-0.67, 0.40, -1.42], [0.59, 0.91, -0.77], [1.21, -0.15, 1.65], [1.00, -1.50, -0.36], [-0.87, 0.93, 1.96], [-0.75, -1.31, 1.38], [-1.49, 0.54, -0.71], [-0.68, -0.61, -1.72], [-0.88, 1.00, -2.44], [0.50, 1.76, 0.09], [1.18, 1.28, -1.60], [1.90, -1.94, -0.05], [-1.75, 0.75, 1.71], [-0.50, -1.66, 0.48]],
  "e_lumo_ev": [0.469, -0.301],
  "homo_ev": [-5.351, -11.184],
  "spin_multiplicity": 3
}

***

{
  "formula": "C4H8O8S2",
  "method": "ωB97M-V with the def2-TZVPD basis set",
  "elements": ["C", "C", "O", "S", "O", "O", "O", "H", "H", "H", "H", "C", "C", "O", "S", "O", "O", "O", "H", "H", "H", "H"],
  "xyz": [[10.73, 25.26, -2.29], [11.76, 24.52, -3.14], [12.86, 24.34, -2.23], [12.26, 23.91, -0.83], [13.08, 24.43, 0.18], [11.92, 22.53, -0.84], [10.90, 24.75, -0.96], [9.70, 25.11, -2.60], [10.92, 26.34, -2.27], [12.05, 25.11, -4.00], [11.38, 23.53, -3.41], [12.18, 28.82, -4.17], [12.35, 29.95, -5.21], [12.01, 29.39, -6.50], [11.12, 28.10, -6.27], [11.36, 27.15, -7.28], [9.80, 28.52, -5.95], [11.86, 27.64, -4.94], [11.34, 29.01, -3.51], [13.10, 28.59, -3.65], [13.37, 30.32, -5.31], [11.67, 30.78, -5.03]],
  "e_lumo_ev": 0.297,
  "homo_ev": -11.266
}

***

{
  "formula": "C4H8OPb",
  "method": "ωB97M-V with the def2-TZVPD basis set",
  "elements": ["H", "C", "C", "C", "C", "O", "Pb", "H", "H", "H", "H", "H", "H", "H"],
  "xyz": [[0.32, -2.03, -0.90], [1.57, -1.40, -1.16], [2.03, -0.28, -2.16], [0.59, -0.35, -2.11], [-0.47, -1.06, -2.89], [-1.08, -2.00, -2.02], [-2.86, -2.96, -2.15], [2.16, -1.38, -0.25], [1.46, -2.20, -1.90], [2.48, -0.67, -3.07], [2.52, 0.56, -1.67], [0.15, 0.29, -1.33], [0.01, -1.57, -3.74], [-1.15, -0.25, -3.22]],
  "total_charge": 2,
  "e_lumo_ev": -10.264,
  "homo_ev": -19.265
}

***

{
  "formula": "C4H8OS",
  "method": "ωB97M-V with the def2-TZVPD basis set",
  "elements": ["C", "C", "C", "C", "H", "H", "H", "H", "H", "H", "H", "H", "O", "S"],
  "xyz": [[0.40, 0.66, 0.87], [0.43, 0.93, -0.66], [-0.64, -0.15, -0.88], [-1.07, 0.09, 0.59], [0.87, -1.66, 1.35], [0.95, 1.41, 1.63], [1.51, 0.76, -1.03], [0.06, 1.89, -1.08], [-1.43, 0.13, -1.51], [0.84, -1.94, -0.45], [-1.77, 0.98, 0.55], [-1.31, -0.82, 1.32], [1.31, -0.55, 0.77], [-0.13, -1.73, -1.47]],
  "e_lumo_ev": 0.268,
  "homo_ev": -8.749
}

***

Please write out number 2 again, unchanged.
{
  "formula": "C4H8O3Rh",
  "method": "ωB97M-V with the def2-TZVPD basis set",
  "elements": ["H", "C", "H", "H", "C", "H", "H", "O", "C", "O", "Rh", "O", "C", "H", "H", "H"],
  "xyz": [[0.17, 2.01, 2.19], [1.98, 1.21, 1.38], [2.19, 0.57, 2.24], [2.71, 1.24, 0.56], [0.90, 2.06, 1.38], [0.71, 2.71, 0.52], [2.04, 2.44, 1.90], [0.78, -1.20, 0.14], [-0.36, -1.34, -0.46], [-1.31, -1.75, 0.23], [-2.01, -2.31, 1.80], [-0.39, -1.02, -1.69], [-1.65, -1.14, -2.41], [-2.02, -2.16, -2.33], [-2.36, -0.42, -2.00], [-1.40, -0.89, -3.45]],
  "total_charge": 4,
  "e_lumo_ev": [-18.323, -24.246],
  "homo_ev": [-28.437, -28.435],
  "spin_multiplicity": 6
}

***

Repeat the tenth record exactly.
{
  "formula": "C4H8OS",
  "method": "ωB97M-V with the def2-TZVPD basis set",
  "elements": ["C", "C", "C", "C", "H", "H", "H", "H", "H", "H", "H", "H", "O", "S"],
  "xyz": [[0.40, 0.66, 0.87], [0.43, 0.93, -0.66], [-0.64, -0.15, -0.88], [-1.07, 0.09, 0.59], [0.87, -1.66, 1.35], [0.95, 1.41, 1.63], [1.51, 0.76, -1.03], [0.06, 1.89, -1.08], [-1.43, 0.13, -1.51], [0.84, -1.94, -0.45], [-1.77, 0.98, 0.55], [-1.31, -0.82, 1.32], [1.31, -0.55, 0.77], [-0.13, -1.73, -1.47]],
  "e_lumo_ev": 0.268,
  "homo_ev": -8.749
}